{"formula": "CH3BrP2", "method": "ωB97M-V/def2-TZVPD", "symbols": ["Br", "P", "P", "C", "H", "H", "H"], "xyz": [[0.4220, -1.5070, -1.9538], [-0.3311, 0.3779, 0.3649], [0.8538, -1.0091, 1.2920], [-0.0481, 0.2108, -1.3993], [-0.8054, 0.6919, -2.0117], [0.8170, -0.4072, 2.5535], [-0.9081, 1.6427, 1.1544]], "atomic_forces_ev_per_a": [[0.2, 0.0, 0.0], [0.7, 0.4, -0.6], [-0.1, -0.1, 0.2], [-1.8, 1.4, 2.2], [0.3, 0.0, -0.2], [-0.3, 0.3, 0.3], [1.1, -1.9, -1.8]], "e_homo_ha": [-0.278, -0.283], "de_lowest_kj_mol": 232.1, "total_energy_ha": -3296.484394, "gap_ev": [6.81, 6.85]}


{"formula": "C48H121N13O16", "method": "ωB97M-V/def2-TZVPD", "symbols": ["O", "O", "O", "O", "O", "O", "O", "O", "O", "O", "O", "O", "O", "O", "O", "O", "N", "N", "N", "N", "N", "N", "N", "N", "N", "N", "N", "N", "N", "C", "C", "C", "C", "C", "C", "C", "C", "C", "C", "C", "C", "C", "C", "C", "C", "C", "C", "C", "C", "C", "C", "C", "C", "C", "C", "C", "C", "C", "C", "C", "C", "C", "C", "C", "C", "C", "C", "C", "C", "C", "C", "C", "C", "C", "C", "C", "C", "H", "H", "H", "H", "H", "H", "H", "H", "H", "H", "H", "H", "H", "H", "H", "H", "H", "H", "H", "H", "H", "H", "H", "H", "H", "H", "H", "H", "H", "H", "H", "H", "H", "H", "H", "H", "H", "H", "H", "H", "H", "H", "H", "H", "H", "H", "H", "H", "H", "H", "H", "H", "H", "H", "H", "H", "H", "H", "H", "H", "H", "H", "H", "H", "H", "H", "H", "H", "H", "H", "H", "H", "H", "H", "H", "H", "H", "H", "H", "H", "H", "H", "H", "H", "H", "H", "H", "H", "H", "H", "H", "H", "H", "H", "H", "H", "H", "H", "H", "H", "H", "H", "H", "H", "H", "H", "H", "H", "H", "H", "H", "H", "H", "H", "H", "H", "H", "H", "H", "H", "H"], "xyz": [[3.7475, -18.3917, -4.3826], [11.2791, -20.7863, -9.9123], [11.2431, -11.3895, -6.3743], [14.8658, -20.2540, -6.8045], [6.7384, -12.8028, -11.3763], [15.9275, -10.8630, -5.3326], [8.2329, -16.6787, -6.8618], [9.1059, -16.0942, -2.2542], [14.0048, -19.1355, -4.3978], [11.8621, -25.1941, -7.8476], [14.2178, -15.8107, -3.0409], [10.9810, -16.1338, -12.0710], [18.9951, -14.1950, -1.4959], [12.2281, -15.7053, -7.0862], [15.0894, -13.8821, -9.9048], [10.2399, -21.6545, -4.1238], [15.8403, -21.2372, -6.5201], [7.2090, -18.4992, -7.3899], [8.9404, -14.5501, -10.0780], [13.1658, -17.7300, -7.0385], [11.1256, -17.5939, -6.5312], [17.1037, -15.3072, -3.6212], [15.3425, -10.5605, -8.1273], [9.2404, -14.3977, -5.5619], [7.3334, -17.0608, -8.8519], [10.1496, -22.8068, -8.2064], [14.1777, -18.3677, -2.3207], [7.2298, -19.3935, -4.1401], [14.6141, -20.4291, -2.6744], [15.4099, -22.5737, -7.0120], [10.3252, -23.5206, -6.9945], [17.1944, -20.6976, -6.6567], [8.9233, -16.0064, -3.6530], [9.9037, -21.3711, -7.9891], [11.4511, -21.7694, -3.4147], [11.5232, -17.2693, -12.7796], [10.3740, -15.0012, -10.0085], [5.1748, -18.1997, -4.3160], [8.2615, -14.7574, -11.4355], [12.3766, -20.0278, -9.4558], [10.2637, -13.5119, -6.1290], [14.1972, -19.3336, -3.2310], [17.4738, -20.2220, -8.0715], [15.3434, -22.6094, -8.5876], [15.7323, -11.7462, -8.8850], [16.2850, -16.3178, -4.2697], [17.9058, -23.1676, -6.7375], [14.8689, -11.5192, -5.9157], [18.1732, -21.8058, -6.2239], [7.9770, -20.7031, -4.2647], [9.0789, -17.4201, -1.8436], [13.1432, -14.9459, -2.9016], [13.9733, -22.8594, -6.5259], [19.3398, -14.7197, -2.7731], [12.3013, -26.5072, -8.1309], [14.6926, -12.5123, -9.7153], [10.2203, -12.0353, -5.6967], [14.3565, -10.6828, -7.0762], [5.8391, -19.5615, -4.3979], [10.5827, -25.0727, -7.1169], [11.1863, -9.9670, -6.2249], [16.1412, -11.2455, -3.9276], [10.7472, -16.3528, -10.6483], [6.8144, -14.2384, -11.4538], [3.0366, -17.1886, -4.2595], [14.8330, -15.8181, -4.3212], [19.0564, -15.1392, -0.4065], [5.3753, -12.4304, -11.3432], [14.3686, -14.7361, -9.0576], [17.4083, -19.4562, -5.7116], [10.0114, -20.5261, -9.2433], [9.5195, -20.4260, -3.9925], [12.1618, -16.9260, -6.8663], [18.4103, -15.8874, -3.2258], [7.5711, -17.3386, -7.6189], [9.4326, -14.6478, -4.1553], [16.4460, -23.6899, -6.5520], [12.5186, -15.1079, -2.0231], [14.8703, -14.9290, -4.9505], [12.6216, -20.4227, -8.4698], [9.4874, -16.7804, -4.1734], [19.3495, -13.9900, -3.5828], [18.8033, -14.6046, 0.5090], [13.5175, -13.9237, -2.9578], [11.2562, -13.9342, -5.9719], [18.1442, -21.8093, -5.1343], [7.1968, -18.8611, -6.4470], [11.4821, -26.9968, -8.6576], [7.9274, -16.2506, -4.0228], [6.3617, -14.6089, -12.3735], [15.1380, -21.1341, -3.1730], [18.4963, -19.4434, -5.6466], [16.2641, -22.5028, -9.1612], [16.2415, -17.2860, -3.7710], [9.8948, -19.4751, -8.9790], [12.0992, -22.5954, -3.7074], [9.2510, -11.7169, -6.0805], [14.6364, -20.0820, -5.8883], [14.0335, -17.4353, -2.6813], [6.7164, -18.9976, -8.1172], [14.2288, -16.5394, -4.8715], [10.0308, -13.5183, -7.1939], [5.6079, -17.6537, -3.4778], [5.5507, -20.0788, -5.3129], [11.5798, -9.7474, -5.2325], [13.4129, -11.1001, -7.4277], [18.7958, -16.4393, -4.0831], [7.8242, -21.2071, -5.2190], [10.1698, -9.6159, -6.4030], [14.7413, -21.8272, -9.0496], [16.2245, -10.3005, -7.7096], [17.2300, -11.2725, -3.8838], [10.0890, -17.7830, -2.0337], [4.8744, -13.0253, -10.5795], [16.9225, -18.5485, -6.0696], [13.8266, -22.6601, -5.4644], [12.4527, -26.9476, -7.1454], [18.5329, -23.9211, -6.2609], [11.6594, -16.7614, -10.2136], [14.7873, -20.2571, -1.6943], [9.0953, -17.5202, -0.7584], [20.3461, -15.1257, -2.8754], [16.2134, -12.4859, -8.2451], [8.0439, -16.4319, -9.1980], [8.8843, -13.5986, -9.7442], [10.8986, -22.8434, -8.8829], [4.9133, -12.3998, -12.3300], [12.2393, -18.9475, -9.4105], [20.0337, -15.6175, -0.3415], [14.8594, -15.7071, -8.9916], [13.1531, -18.6628, -6.6515], [16.7028, -16.4614, -5.2662], [15.8298, -12.2088, -3.5234], [12.5949, -15.1719, -3.8161], [13.2040, -20.1817, -10.1486], [9.8293, -25.5707, -7.7273], [10.7498, -15.0118, -8.9854], [14.5492, -12.1446, -10.7313], [11.2516, -18.5881, -6.4056], [9.5798, -19.9632, -3.0074], [5.1862, -11.4154, -10.9936], [10.2471, -17.1131, -6.6624], [16.3373, -24.6080, -7.1293], [9.4641, -23.3272, -6.3549], [18.1808, -23.2802, -7.7862], [14.8667, -23.5416, -8.8908], [9.2334, -15.2866, -6.0415], [11.8340, -17.1317, -13.8152], [10.4764, -14.7134, -3.8482], [18.2182, -15.7846, -0.6692], [10.3359, -11.7285, -4.6572], [3.1743, -16.4157, -5.0157], [13.4383, -15.0443, -9.5346], [14.0831, -17.3125, -6.9731], [12.4218, -17.5260, -12.2185], [9.1437, -13.8191, -3.5088], [10.6975, -25.5036, -6.1223], [15.6548, -10.4910, -3.3094], [5.4346, -20.0061, -3.4886], [18.0242, -20.9105, -8.7128], [10.8130, -18.0911, -12.8710], [16.5991, -11.4735, -9.4871], [14.1805, -14.2824, -8.0845], [11.8038, -9.4242, -6.9405], [14.0756, -11.5317, -5.1683], [11.1983, -21.9408, -2.3684], [9.0262, -21.2760, -7.3494], [10.9934, -14.2277, -10.4625], [9.9091, -19.6703, -4.6746], [13.7994, -18.6411, -1.4250], [13.7588, -23.9115, -6.7132], [10.7306, -21.0453, -7.3582], [12.0159, -20.8701, -3.6604], [11.1189, -23.0778, -6.3928], [6.8165, -17.6276, -9.5090], [8.2321, -15.8301, -11.6265], [9.1652, -20.7766, -9.8830], [13.6799, -12.4258, -9.3214], [3.2502, -16.7176, -3.3000], [15.0457, -12.5345, -6.2706], [7.2684, -19.1823, -3.1532], [19.1616, -21.5828, -6.6256], [7.5784, -21.3663, -3.4970], [1.9781, -17.4179, -4.1364], [8.8903, -14.1977, -12.1279], [16.6519, -19.8631, -8.6909], [13.2615, -26.6165, -8.6351], [18.2548, -16.6693, -2.4825], [14.0579, -9.7146, -6.6742], [8.2974, -18.0848, -2.2118], [5.4732, -17.6030, -5.1779], [13.3326, -22.1450, -7.0429], [10.0119, -17.1113, -10.3798], [6.2627, -14.6417, -10.6045], [16.2685, -23.9237, -5.5023], [18.1771, -19.3894, -8.0551], [17.0413, -19.6690, -4.7076], [16.5922, -14.7508, -2.9512]], "atomic_forces_ev_per_a": [[1.2, 0.3, 0.3], [-1.8, 0.4, -0.4], [1.0, 1.1, -1.5], [0.4, -0.3, -0.3], [0.0, -0.5, -0.2], [1.2, -0.8, 1.7], [1.3, 1.9, 1.7], [-1.2, 0.5, -0.3], [-0.4, 0.0, -3.0], [-0.2, 1.2, 0.0], [2.3, 0.1, 1.2], [-0.6, -0.6, -0.2], [0.8, 0.6, -0.4], [-0.3, -0.5, 0.3], [0.1, 0.8, 0.3], [-1.0, -0.4, -0.6], [0.2, -1.3, 1.4], [-3.3, -8.6, 3.1], [-0.2, -2.1, -0.5], [4.8, -1.9, -0.5], [-4.4, -1.2, 1.2], [0.7, -1.0, -0.7], [0.1, 0.5, -0.9], [0.0, 0.6, 0.9], [0.0, 3.4, -5.1], [-1.1, 0.9, -1.8], [-1.0, 1.6, 1.4], [2.1, -1.4, -1.2], [0.8, -3.9, 1.6], [0.8, -0.1, -1.4], [0.5, -1.2, 0.8], [-0.7, 0.1, -0.4], [0.0, 0.5, -1.2], [1.3, -1.0, 0.9], [-0.2, 0.9, 0.0], [0.0, 0.1, 1.1], [0.0, 0.5, -0.5], [-0.4, 0.0, -1.8], [0.7, 1.7, 2.0], [0.1, -0.4, 0.4], [-0.1, -0.4, 0.4], [0.6, 1.4, 0.0], [1.2, 0.6, -1.3], [-0.3, -0.1, -0.1], [0.3, -0.8, 0.2], [-1.1, 0.9, 0.8], [-1.4, -2.1, -0.5], [-2.2, 0.4, -0.2], [-0.1, 0.8, 0.1], [1.0, 1.3, 0.8], [1.6, -0.5, 1.2], [-0.5, 0.5, -1.8], [0.9, 0.4, 0.0], [-0.2, -2.1, -0.4], [-1.2, 0.0, 1.5], [-0.1, 0.0, -0.8], [-0.8, -0.7, -0.4], [0.0, -0.7, 0.3], [-1.7, 0.8, 1.5], [1.6, 1.5, -1.4], [0.0, -0.7, 0.0], [0.9, 0.9, -1.2], [0.2, 0.9, -0.7], [1.0, 0.3, 0.2], [-0.7, 0.3, 1.3], [0.3, -1.4, -1.4], [-1.0, 0.7, -1.4], [-0.1, 0.7, 0.5], [-0.3, -0.7, -0.4], [-0.2, -1.7, -0.3], [0.2, -0.6, 0.1], [-1.1, -0.8, -0.3], [1.3, 3.6, -1.1], [-1.2, 1.8, 0.3], [2.1, 2.4, -0.1], [0.7, -0.4, 1.2], [0.1, 2.0, -0.2], [0.4, -0.3, 0.1], [-0.6, 0.8, 0.8], [0.6, 0.4, 0.2], [0.6, -0.2, 0.1], [-0.6, 0.6, 0.6], [0.2, 0.1, -0.1], [-0.3, 0.3, 0.2], [0.2, 0.1, -0.1], [0.4, 0.0, 0.1], [0.1, 0.0, 0.1], [0.3, -0.6, -0.2], [-0.7, 0.3, 0.6], [-0.2, 0.1, -0.2], [-0.4, 0.0, 0.0], [0.0, 0.9, 0.0], [0.5, -0.3, 0.6], [0.4, -0.3, 0.3], [0.2, 0.2, 0.0], [-0.6, -0.3, -0.6], [-0.4, 0.6, 0.3], [-0.7, 0.8, 0.4], [-0.5, 0.5, 0.4], [0.1, -0.2, 0.6], [0.1, -0.1, -0.5], [0.4, 0.2, -0.1], [-0.7, 0.1, 0.7], [0.3, -0.2, 0.1], [-0.4, 0.5, 0.3], [0.2, -0.3, -0.3], [0.3, 0.4, -0.3], [0.0, 0.4, -0.2], [-0.2, 0.1, 0.4], [-0.4, 0.2, 0.6], [-0.1, 0.6, 0.2], [-0.1, 0.4, 0.7], [0.0, -0.9, -0.8], [-0.5, -0.4, -0.4], [0.4, -0.1, -0.2], [0.3, 0.0, 0.2], [-0.1, -0.8, 0.0], [0.3, 0.2, 0.3], [0.4, 0.4, 0.2], [0.6, -1.0, -0.3], [-0.6, 0.6, 0.3], [0.6, 0.0, 0.9], [-0.3, -0.6, 0.5], [-0.5, 0.9, -0.8], [-0.1, 0.1, -0.3], [0.4, -0.6, 0.2], [-0.1, -0.8, -0.1], [-0.5, 0.1, 0.1], [-0.1, -0.2, 0.0], [0.6, 0.2, 0.4], [0.0, 0.2, -0.1], [-0.4, -0.1, -0.2], [-0.5, -0.4, -1.0], [-1.0, 0.7, 0.1], [0.0, -0.3, 0.1], [-0.3, 0.0, 0.2], [-0.5, -0.2, 0.3], [0.5, 0.5, 0.0], [-0.9, 0.3, 0.0], [0.3, -0.3, 0.4], [0.9, 0.3, 0.2], [-0.6, -0.6, 0.3], [-0.3, 0.1, -0.1], [-0.4, -0.4, -0.1], [-0.2, 0.3, -0.2], [0.1, -0.2, 0.0], [-0.1, 0.3, -0.3], [-0.2, 1.2, 0.1], [0.8, 0.0, -0.4], [0.4, -0.9, 0.8], [-0.4, -0.7, 0.6], [0.3, -0.3, -0.5], [-0.6, 0.5, 0.1], [0.0, -0.1, -0.3], [0.1, -0.7, -0.1], [-0.9, 0.1, -0.1], [-0.2, -0.1, 0.1], [0.4, 0.2, 0.1], [-0.7, -1.2, -0.4], [-0.2, -0.6, 0.2], [-0.1, -0.2, 0.6], [-0.3, 0.3, -0.5], [0.0, -0.3, 0.1], [0.2, -0.6, -0.2], [-0.5, -0.5, 0.0], [0.4, 0.5, 0.4], [-0.4, 0.4, -0.5], [0.3, -0.1, -0.5], [0.0, 0.0, -0.3], [0.2, 0.6, 0.1], [-0.4, 0.2, -0.2], [0.3, 0.5, 0.6], [0.4, 0.2, 0.8], [0.6, -0.2, 0.2], [0.3, 0.1, 0.4], [0.2, 0.1, -0.2], [0.4, -0.1, -0.6], [0.0, -0.3, 0.6], [0.4, 0.2, 0.2], [0.5, -0.3, 0.2], [0.3, 0.3, -0.1], [0.2, 0.6, 0.6], [0.2, -0.4, 0.1], [0.0, -0.2, -0.6], [-0.3, -0.4, -0.8], [-0.4, -0.1, 0.5], [-0.2, 0.8, -0.4], [0.3, 0.0, 0.4], [0.4, 0.3, -0.2], [0.1, 0.5, -0.3], [0.1, 0.2, -0.3], [-0.4, -0.5, -0.2], [-0.6, -0.2, -0.6], [0.0, -0.2, 0.1], [0.0, 0.0, 0.1], [0.0, 0.3, 0.2], [-0.1, -0.1, 0.1], [0.4, -0.4, 0.5]], "smiles": "CC1(C)CCCC(C)(C)N1O.COCCNCCOC.COCCNCCOC.COCCNCCOC.COCCNCCOC.COCCNCCOC.COCCNCCOC.NC(N)=O.NC(N)=O.NC(N)=O", "e_homo_ha": -0.290, "total_energy_ha": -3816.707034, "gap_ev": 8.11}


{"formula": "C3H3N2O2S", "method": "ωB97M-V/def2-TZVPD", "symbols": ["S", "O", "O", "N", "N", "C", "C", "C", "H", "H", "H"], "xyz": [[4.3464, 0.3358, 0.6116], [1.9653, -2.0419, -0.2701], [2.0256, 0.4882, -1.8826], [0.7751, -2.0583, -0.1043], [1.8227, 0.3404, -0.6575], [2.9228, 0.3108, 0.0760], [-0.0663, -1.1562, 0.0080], [0.4882, 0.2968, -0.1332], [-1.1153, -1.3107, 0.1749], [0.4195, 0.7578, 0.8545], [-0.1599, 0.8098, -0.8541]], "atomic_forces_ev_per_a": [[-1.8, 0.0, -0.4], [1.3, -0.4, 0.0], [0.1, 0.0, -0.8], [-0.4, -1.7, 0.1], [0.3, 0.6, 0.4], [1.9, -0.1, 0.3], [0.0, 2.2, -0.2], [-2.0, -0.7, 0.6], [-0.1, -0.2, 0.0], [0.3, 0.2, -0.1], [0.4, 0.2, 0.2]], "e_homo_ha": [-0.530, -0.524], "de_lowest_kj_mol": 614.5, "charge": 1, "total_energy_ha": -773.764047, "gap_ev": [7.57, 6.85]}


{"formula": "C3H10O3", "method": "ωB97M-V/def2-TZVPD", "symbols": ["O", "O", "O", "C", "C", "C", "H", "H", "H", "H", "H", "H", "H", "H", "H", "H"], "xyz": [[3.0263, -4.6619, 4.6116], [-2.0294, 0.4935, 2.0229], [1.9831, 1.7973, -4.1735], [-2.4531, 0.4988, 0.7131], [-0.8137, 1.4800, -1.0826], [-1.4920, 0.4209, -0.2826], [2.1558, -5.0014, 4.4628], [-1.4511, -0.5947, -0.5289], [-1.0796, 0.7141, 2.1176], [2.8810, -3.7030, 4.5269], [-1.2308, 2.5573, -1.3499], [2.3484, 1.0240, -3.7122], [-3.6159, 0.3253, 0.6493], [0.1778, 1.5252, -0.6523], [2.2536, 1.9077, -5.1894], [-0.6603, 1.2170, -2.1329]], "atomic_forces_ev_per_a": [[0.5, 1.1, 0.0], [-1.9, 2.1, -0.1], [0.4, 0.8, -2.7], [0.7, -1.2, 1.6], [1.3, 1.7, -0.7], [-2.1, 1.5, 0.2], [-0.8, -0.6, -0.1], [-0.8, -1.4, -2.2], [-0.3, -0.3, -0.8], [0.3, -0.5, 0.1], [0.3, -2.1, 1.8], [0.2, 0.3, -1.1], [2.3, -0.7, 0.6], [0.7, 1.1, -0.4], [-0.5, -1.1, 3.8], [0.0, -0.8, 0.2]], "smiles": "C/C=C/O.O.O", "e_homo_ha": -0.245, "de_lowest_kj_mol": 502.5, "total_energy_ha": -345.823045, "gap_ev": 6.54}


{"formula": "C6H12O", "method": "ωB97M-V/def2-TZVPD", "symbols": ["O", "C", "C", "C", "C", "C", "C", "H", "H", "H", "H", "H", "H", "H", "H", "H", "H", "H", "H"], "xyz": [[0.2815, -1.4922, -2.4503], [-1.2265, 0.2572, 0.7266], [-2.1287, 0.0986, -0.4965], [0.1134, 0.8884, 0.3881], [1.3094, 0.8202, 1.2753], [1.3369, 0.1291, -0.0464], [1.6220, -0.6356, 1.2113], [0.4659, -1.2871, -1.5218], [2.6606, -0.9142, 1.3842], [-1.7181, 0.9015, 1.4676], [1.9559, 1.6244, 1.5971], [-1.0813, -0.7134, 1.2152], [0.9080, -1.3731, 1.5788], [-1.6719, -0.5514, -1.2512], [0.5695, -0.6955, -2.9131], [0.0010, 1.8462, -0.1279], [-2.3193, 1.0724, -0.9643], [-3.0975, -0.3277, -0.2158], [2.0192, 0.3522, -0.8569]], "atomic_forces_ev_per_a": [[0.1, 0.1, 0.0], [0.0, 0.0, 0.1], [0.0, 0.0, 0.0], [-0.2, 0.1, 0.0], [0.1, 0.2, 0.2], [0.2, 0.0, -0.2], [0.0, -0.2, 0.1], [0.0, -0.1, -0.1], [-0.2, 0.1, -0.1], [0.1, -0.1, -0.1], [-0.1, -0.1, -0.1], [0.0, 0.1, -0.1], [0.1, 0.1, -0.1], [-0.1, 0.1, 0.1], [-0.1, -0.2, 0.0], [0.0, -0.1, 0.1], [0.0, -0.1, 0.1], [0.1, 0.1, -0.1], [-0.1, 0.0, 0.1]], "smiles": "CC[C@H]1[C@H]2C[C@@H]12.O", "e_homo_ha": -0.347, "de_lowest_kj_mol": 227.6, "total_energy_ha": -310.972581, "gap_ev": 10.43}


{"formula": "CH3N4O4S", "method": "ωB97M-V/def2-TZVPD", "symbols": ["S", "O", "O", "O", "O", "N", "N", "N", "N", "C", "H", "H", "H"], "xyz": [[-1.3244, 0.1217, -2.7176], [-0.2966, -0.7820, -2.9889], [-1.5606, 0.1630, -0.8542], [-1.0177, 2.7592, -2.6079], [0.7071, 1.6827, -2.0691], [0.5237, 1.4002, -4.8516], [-0.4221, 1.7360, -2.4951], [0.3019, 0.6120, 0.3704], [1.4920, 1.0705, -5.2960], [-0.8526, 0.2093, 0.2341], [-1.2920, -0.0940, 1.1757], [0.7990, 1.1801, -0.3934], [0.7570, 0.4312, 1.1885]], "atomic_forces_ev_per_a": [[-0.7, 0.6, 1.6], [0.9, -1.1, -0.4], [-0.6, 0.1, -0.2], [-1.3, -0.4, -0.7], [0.7, -1.2, -0.2], [3.5, -1.3, -1.9], [0.6, 2.5, 1.2], [3.7, 3.0, -3.7], [-3.3, 1.2, 1.4], [-3.5, -1.3, -0.7], [-0.9, -0.6, -0.3], [-0.6, -1.4, 1.1], [1.5, -0.1, 2.8]], "e_homo_ha": -0.588, "charge": 1, "total_energy_ha": -957.671846, "gap_ev": 9.82}